Entry 1:
{"formula": "C44H49N11O10PSY", "method": "ωB97M-V/def2-TZVPD", "symbols": ["Y", "O", "C", "O", "C", "C", "C", "N", "C", "C", "C", "O", "O", "H", "H", "H", "C", "C", "N", "O", "C", "C", "N", "O", "H", "H", "H", "H", "H", "H", "H", "C", "C", "C", "C", "C", "C", "N", "N", "C", "C", "C", "C", "C", "C", "H", "H", "H", "H", "H", "H", "H", "H", "H", "O", "S", "O", "O", "C", "N", "C", "C", "C", "N", "C", "C", "C", "N", "C", "C", "H", "H", "H", "H", "H", "H", "O", "P", "N", "C", "C", "C", "C", "N", "C", "C", "C", "C", "N", "C", "C", "C", "C", "H", "H", "H", "H", "H", "H", "H", "H", "H", "H", "H", "H", "H", "H", "H", "H", "H", "H", "H", "H", "H", "H", "H", "H"], "positions_angstrom": [[0.18, -0.80, 0.01], [-6.87, 2.16, -0.62], [-6.28, 1.36, -1.38], [-6.59, 0.90, -2.49], [-4.91, 0.89, -0.86], [-4.25, 1.58, 0.15], [-2.99, 1.18, 0.54], [-2.33, 0.14, 0.01], [-3.01, -0.59, -0.91], [-4.26, -0.23, -1.38], [-2.35, -1.86, -1.40], [-2.83, -2.43, -2.38], [-1.34, -2.24, -0.70], [-4.75, 2.42, 0.62], [-2.47, 1.72, 1.32], [-4.73, -0.82, -2.15], [2.71, 3.20, 2.20], [2.86, 1.99, 1.32], [3.33, 0.87, 1.74], [3.63, 0.90, 3.12], [2.52, 2.06, -0.11], [3.12, 3.17, -0.92], [1.80, 1.15, -0.68], [1.76, 1.22, -2.00], [2.32, 2.91, 3.17], [2.04, 3.92, 1.74], [3.68, 3.68, 2.38], [3.92, 0.00, 3.28], [3.61, 3.91, -0.28], [2.36, 3.65, -1.54], [3.87, 2.76, -1.61], [-3.19, -1.14, 5.21], [-2.01, -1.79, 5.55], [-1.17, -2.26, 4.55], [-1.49, -2.04, 3.22], [-2.68, -1.42, 2.88], [-3.54, -0.98, 3.88], [-0.54, -2.29, 2.16], [0.23, -3.23, 2.39], [1.37, -3.34, 1.51], [2.07, -4.54, 1.64], [3.27, -4.69, 0.97], [3.76, -3.63, 0.21], [3.03, -2.46, 0.08], [1.80, -2.27, 0.72], [-3.82, -0.75, 6.00], [-1.72, -1.86, 6.59], [-0.22, -2.72, 4.79], [-2.91, -1.26, 1.83], [-4.46, -0.48, 3.61], [1.66, -5.32, 2.26], [3.82, -5.62, 1.05], [4.73, -3.73, -0.28], [3.43, -1.66, -0.54], [-3.06, 1.15, 9.90], [-1.77, 1.04, 9.24], [-1.51, -0.25, 8.64], [-0.65, 1.63, 9.95], [-1.92, 2.15, 7.80], [-2.66, 3.26, 7.93], [-2.74, 4.03, 6.85], [-2.12, 3.73, 5.65], [-1.37, 2.57, 5.63], [-1.26, 1.80, 6.70], [-0.70, 2.04, 4.40], [-0.75, 2.67, 3.16], [-0.27, 2.01, 2.04], [0.26, 0.79, 2.10], [0.43, 0.25, 3.31], [-0.04, 0.83, 4.47], [-3.34, 4.93, 6.95], [-2.24, 4.37, 4.79], [-1.21, 3.65, 3.03], [-0.34, 2.46, 1.06], [0.94, -0.70, 3.33], [0.06, 0.33, 5.43], [0.78, -1.39, -2.17], [0.99, -0.80, -3.54], [0.49, -2.07, -4.52], [-0.24, -3.26, -4.04], [-1.28, -3.50, -5.13], [-0.53, -3.08, -6.39], [0.23, -1.83, -5.94], [2.54, -0.62, -4.12], [3.36, 0.58, -4.38], [4.77, 0.02, -4.63], [4.58, -1.48, -4.85], [3.42, -1.78, -3.91], [0.04, 0.49, -4.00], [-1.03, 0.87, -3.04], [-1.14, 2.39, -3.14], [-0.63, 2.67, -4.55], [0.53, 1.70, -4.68], [-0.68, -3.11, -3.06], [0.44, -4.12, -3.98], [-2.14, -2.84, -4.95], [-1.64, -4.53, -5.15], [-1.18, -2.88, -7.25], [0.18, -3.87, -6.68], [-0.39, -0.94, -6.08], [1.16, -1.68, -6.50], [3.34, 1.27, -3.54], [2.99, 1.10, -5.26], [5.40, 0.18, -3.75], [5.26, 0.52, -5.47], [5.47, -2.06, -4.62], [4.28, -1.69, -5.88], [3.77, -1.83, -2.88], [2.88, -2.70, -4.14], [-0.79, 0.57, -2.02], [-1.97, 0.37, -3.31], [-0.47, 2.85, -2.42], [-2.16, 2.73, -2.96], [-0.32, 3.70, -4.70], [-1.41, 2.43, -5.29], [1.41, 2.12, -4.18], [0.79, 1.47, -5.72]], "gap_ev": 7.3, "charge": -2, "fmax_ev_per_a": 1.5, "e_homo_ev": -4.053, "energy_ev": -104462.62031, "molar_mass_g_mol": 1043.89}

Entry 2:
{"formula": "C59H80ClF12N2O23PS2", "method": "ωB97M-V/def2-TZVPD", "symbols": ["C", "C", "C", "N", "C", "C", "C", "C", "C", "H", "H", "H", "H", "H", "H", "H", "H", "H", "H", "H", "H", "H", "H", "H", "H", "H", "H", "P", "F", "F", "F", "F", "F", "F", "Cl", "O", "O", "O", "O", "N", "S", "O", "O", "F", "S", "O", "O", "F", "C", "O", "C", "O", "O", "C", "H", "H", "H", "H", "H", "H", "C", "O", "C", "O", "O", "C", "H", "H", "H", "H", "H", "H", "C", "O", "C", "O", "O", "C", "H", "H", "H", "H", "H", "H", "C", "O", "C", "O", "O", "C", "H", "H", "H", "H", "H", "H", "C", "O", "C", "O", "O", "C", "H", "H", "H", "H", "H", "H", "F", "C", "C", "C", "C", "C", "C", "H", "H", "H", "H", "H", "F", "C", "C", "C", "C", "C", "C", "H", "H", "H", "H", "H", "F", "C", "C", "C", "C", "C", "C", "H", "H", "H", "H", "H", "F", "C", "C", "C", "C", "C", "C", "H", "H", "H", "H", "H", "C", "C", "C", "C", "C", "C", "H", "H", "H", "H", "H", "H", "C", "C", "C", "C", "C", "C", "H", "H", "H", "H", "H", "H"], "positions_angstrom": [[-0.61, -2.55, -0.53], [0.30, -1.28, -0.32], [-0.50, 0.02, 0.09], [0.25, 1.32, 0.28], [-0.66, 2.33, 1.00], [0.73, 1.98, -1.08], [2.20, 2.65, -0.81], [2.30, 2.54, 0.71], [1.54, 1.27, 1.08], [-1.47, -2.28, -1.15], [-1.02, -2.87, 0.43], [0.02, -3.33, -0.95], [0.91, -1.24, -1.23], [0.95, -1.60, 0.49], [-0.90, -0.10, 1.10], [-1.32, 0.27, -0.59], [-0.71, 2.06, 2.06], [-1.65, 2.14, 0.61], [-0.21, 3.30, 0.77], [0.01, 2.77, -1.30], [0.72, 1.23, -1.87], [2.19, 3.74, -0.91], [3.00, 2.10, -1.31], [1.99, 3.37, 1.34], [3.36, 2.47, 0.93], [1.30, 1.11, 2.13], [2.08, 0.42, 0.67], [-6.13, 4.17, 1.05], [-4.97, 4.73, 0.09], [-6.68, 5.63, 1.55], [-7.29, 4.18, -0.12], [-7.20, 3.62, 2.05], [-5.69, 2.68, 0.67], [-5.17, 4.08, 2.32], [-0.40, -1.32, 6.21], [-1.37, -1.39, 5.15], [0.89, -1.20, 5.56], [-0.69, -0.21, 7.09], [-0.39, -2.54, 6.96], [6.33, 1.43, -7.77], [4.90, 1.31, -7.27], [4.04, 2.50, -7.15], [4.59, 0.22, -6.40], [4.38, 0.74, -8.63], [6.75, 2.32, -6.33], [6.23, 1.91, -5.02], [7.02, 3.74, -6.61], [8.22, 1.72, -6.31], [-8.55, -6.93, 1.27], [-7.62, -5.98, 0.75], [-7.60, -5.74, -0.55], [-8.36, -6.11, -1.40], [-6.51, -4.94, -0.83], [-6.20, -4.57, -2.20], [-8.76, -6.66, 2.31], [-8.10, -7.92, 1.24], [-9.55, -6.96, 0.84], [-6.92, -3.90, -2.67], [-6.05, -5.45, -2.82], [-5.20, -4.12, -2.26], [4.09, -4.66, -4.32], [3.58, -5.99, -4.06], [4.45, -6.87, -3.53], [5.67, -6.75, -3.38], [3.80, -7.99, -3.17], [4.52, -9.16, -2.82], [3.33, -4.02, -4.78], [4.99, -4.61, -4.94], [4.33, -4.24, -3.35], [4.20, -9.61, -1.88], [5.59, -9.01, -2.71], [4.39, -9.86, -3.64], [-2.95, -7.92, -1.63], [-1.77, -8.09, -2.41], [-1.66, -7.62, -3.69], [-2.42, -6.86, -4.23], [-0.58, -8.07, -4.30], [-0.24, -7.67, -5.56], [-3.63, -8.64, -2.09], [-3.33, -6.91, -1.54], [-2.86, -8.13, -0.56], [-0.80, -8.28, -6.27], [0.84, -7.79, -5.69], [-0.60, -6.66, -5.77], [-3.77, 4.24, 6.53], [-4.60, 5.41, 6.54], [-5.92, 5.35, 6.28], [-6.57, 4.34, 6.06], [-6.46, 6.60, 6.34], [-5.74, 7.83, 6.48], [-3.70, 3.86, 5.52], [-4.16, 3.53, 7.25], [-2.72, 4.45, 6.77], [-5.35, 8.01, 5.48], [-5.05, 7.96, 7.32], [-6.55, 8.56, 6.58], [-5.63, -1.42, 2.78], [-5.59, -1.56, 4.24], [-6.37, -0.77, 5.07], [-7.26, 0.01, 4.72], [-6.23, -1.11, 6.39], [-5.48, -2.18, 6.97], [-4.82, -0.82, 2.37], [-6.60, -1.16, 2.35], [-5.41, -2.42, 2.39], [-5.36, -3.01, 6.27], [-5.94, -2.54, 7.89], [-4.51, -1.88, 7.34], [-0.83, 5.65, -4.02], [-1.92, 6.18, -4.55], [-2.84, 6.72, -3.62], [-4.14, 7.00, -4.06], [-4.46, 6.82, -5.42], [-3.48, 6.39, -6.25], [-2.18, 6.09, -5.92], [-2.48, 6.81, -2.61], [-4.85, 7.47, -3.40], [-5.35, 7.24, -5.85], [-3.82, 6.31, -7.27], [-1.48, 5.69, -6.63], [4.36, 8.10, -1.91], [5.38, 7.60, -1.27], [5.86, 8.13, -0.01], [6.82, 7.47, 0.75], [7.49, 6.41, 0.21], [7.13, 5.95, -1.06], [6.09, 6.56, -1.77], [5.35, 9.03, 0.31], [6.98, 7.76, 1.78], [8.08, 5.75, 0.82], [7.63, 5.06, -1.41], [5.93, 6.23, -2.78], [0.74, 5.43, 5.37], [2.03, 5.17, 5.52], [2.93, 6.25, 5.39], [4.32, 6.07, 5.34], [4.88, 4.85, 5.67], [4.02, 3.76, 5.93], [2.52, 3.87, 5.88], [2.44, 7.16, 5.09], [4.74, 6.96, 4.88], [5.96, 4.72, 5.65], [4.36, 2.79, 6.27], [1.88, 3.04, 6.12], [3.53, -5.26, 2.46], [2.46, -6.15, 2.37], [1.24, -5.96, 3.00], [0.22, -6.95, 3.01], [0.49, -8.23, 2.37], [1.66, -8.33, 1.64], [2.60, -7.35, 1.65], [1.11, -5.03, 3.54], [-0.75, -6.83, 3.47], [-0.26, -9.00, 2.28], [1.86, -9.28, 1.16], [3.53, -7.45, 1.13], [6.61, -0.16, 0.47], [7.65, 0.71, 0.22], [8.49, 1.27, 1.22], [8.12, 0.90, 2.51], [7.03, 0.10, 2.80], [6.26, -0.43, 1.77], [5.94, -0.50, -0.30], [7.84, 0.92, -0.82], [9.33, 1.93, 1.04], [8.75, 1.21, 3.33], [6.84, 0.00, 3.85], [5.41, -1.03, 2.06], [-1.27, -1.87, -6.27], [-2.56, -1.88, -5.78], [-3.06, -0.73, -5.32], [-2.38, 0.44, -5.23], [-1.10, 0.51, -5.78], [-0.58, -0.67, -6.42], [-0.77, -2.77, -6.60], [-3.11, -2.80, -5.69], [-4.04, -0.73, -4.85], [-2.84, 1.31, -4.78], [-0.61, 1.47, -5.82], [0.37, -0.60, -6.93]], "gap_ev": 7.9, "charge": -2, "fmax_ev_per_a": 7.5, "e_homo_ev": -5.413, "energy_ev": -188637.95291, "molar_mass_g_mol": 1543.82}